Entry 1:
104
Properties=species:S:1:pos:R:3:forces:R:3 method="wB97M-V/def2-TZVPD" energy_ev=-50342.691 smiles=COC[C@H](C)N.COC[C@H](C)N.COC[C@H](C)N.COC[C@H](C)N.CO.CO.CO.CO.CO.CO relative_energy_kcal_mol=141.0
C -14.6762 6.0775 20.1115 -2.68 -0.41 -0.33
O -13.3709 5.8496 20.3926 2.34 0.27 0.42
H -15.1697 5.1060 20.1363 -0.67 -0.04 -0.35
H -15.2167 6.7007 20.8240 0.17 0.29 0.35
H -14.8618 6.5372 19.1407 0.54 -0.12 -0.12
H -13.3559 5.3892 21.2349 0.31 -0.02 0.08
C -10.6300 -0.7711 20.0337 -1.12 0.65 -0.94
O -10.2498 -2.0886 20.3785 -0.17 0.52 0.00
H -10.2139 -0.4136 19.0918 1.01 -0.21 0.32
H -11.6751 -0.7208 19.7281 -0.51 -0.32 0.30
H -10.5507 -0.0245 20.8239 0.57 -0.11 0.14
H -11.0224 -2.3977 20.8573 0.23 -0.53 0.16
C -14.8237 4.2941 25.5341 0.97 -0.62 0.75
O -13.7792 4.1094 24.5894 -0.12 0.59 -1.12
H -14.2622 4.5008 26.4451 -0.79 -0.13 0.69
H -15.5009 5.1356 25.3874 0.32 -0.03 -0.75
H -15.3731 3.3532 25.5640 -0.40 0.18 0.50
H -13.1282 3.5531 25.0232 0.07 0.03 -0.12
C -13.6845 -1.1702 28.1886 -1.35 -0.36 0.80
O -14.4183 -2.2428 27.6086 0.68 -0.43 -1.33
H -12.9822 -0.7568 27.4647 -0.21 -0.26 -0.06
H -14.4293 -0.4298 28.4802 0.33 0.56 0.03
H -13.1596 -1.4698 29.0957 0.24 -0.09 -0.04
H -15.0548 -2.7249 28.1415 0.31 0.58 0.60
C -7.7807 6.5278 19.2338 0.92 1.92 0.96
O -8.7020 7.0909 18.3140 -0.04 -0.93 0.10
H -7.3510 7.3517 19.8036 -0.39 0.42 0.47
H -8.3118 5.9229 19.9687 0.54 -0.58 -0.24
H -6.8278 6.2005 18.8180 -0.52 -1.23 -0.57
H -9.4095 6.4475 18.3983 -0.53 0.41 -0.71
C -8.3820 3.0926 24.8158 0.71 -0.64 -0.45
O -9.2048 3.0719 25.9389 -1.19 0.16 0.48
H -7.7465 2.2079 24.8536 0.70 0.22 -0.06
H -8.9255 2.9306 23.8850 -0.57 0.38 0.25
H -7.8304 4.0305 24.7508 0.26 -0.10 -0.17
H -8.6662 3.1527 26.7295 0.07 -0.01 -0.04
C -5.0683 0.2880 18.6819 0.37 0.68 -0.71
C -5.1622 -0.4919 17.3361 -0.93 1.92 0.29
C -4.0676 -0.3954 16.2876 1.82 0.00 0.46
O -3.8204 0.9117 15.7401 -0.95 0.01 0.96
C -2.7568 1.0416 14.7937 -0.75 -1.01 1.18
N -5.4302 -1.8487 17.7859 0.24 -0.36 -0.99
H -4.3087 -0.1144 19.3521 -0.01 -0.40 -0.18
H -6.0353 0.2155 19.1796 -0.02 -0.15 0.05
H -4.8514 1.3551 18.6329 -0.03 0.05 -0.51
H -6.0457 -0.1907 16.7732 -0.39 0.80 0.23
H -4.2159 -1.1104 15.4783 -0.47 -0.12 -0.21
H -3.2016 -0.7799 16.8263 0.80 0.14 -0.15
H -2.6673 2.0981 14.5409 -0.17 -0.22 -0.15
H -3.0103 0.3872 13.9597 0.37 0.24 -0.47
H -1.8408 0.7000 15.2757 0.33 -0.01 -0.21
H -5.6917 -2.2895 16.9157 -0.05 -0.99 -0.08
H -6.3235 -1.7055 18.2350 -0.19 -0.59 0.52
C -0.5386 6.5882 28.4484 1.13 -0.96 -0.44
C -1.2124 6.6610 27.0849 3.23 -1.20 -0.73
C -0.5959 5.8053 25.8978 0.37 0.69 -0.20
O -1.2646 6.1928 24.7087 -1.74 0.79 0.09
C -1.0400 5.4746 23.4972 0.43 -0.11 1.57
N -2.4600 6.1133 27.3316 -2.76 0.16 0.08
H -0.5627 5.5709 28.8392 0.10 -0.30 -0.34
H -1.1335 7.1073 29.1998 0.38 0.69 -0.16
H 0.5112 6.8655 28.3532 -0.05 0.50 0.57
H -1.3005 7.7248 26.8643 0.52 0.15 -0.91
H -0.7226 4.7277 26.0011 -0.34 -0.13 0.75
H 0.4779 5.9356 25.7630 0.36 0.40 0.12
H 0.0295 5.6550 23.3883 0.03 -0.53 -1.39
H -1.7338 5.7742 22.7118 0.49 0.93 0.08
H -1.3017 4.4196 23.5779 0.48 -0.40 0.47
H -2.7362 6.8880 27.9177 -1.86 -0.44 0.61
H -2.9589 6.2451 26.4633 -0.77 -0.23 -0.17
C -12.1263 8.7994 26.7855 -0.56 1.08 -0.88
C -12.9351 10.1461 26.6224 -0.88 -2.05 -0.84
C -14.4688 9.9782 26.5011 -1.49 1.01 0.09
O -15.1233 11.2972 26.6289 0.69 -0.10 -0.23
C -16.5019 11.3030 26.9540 0.26 -0.76 0.63
N -12.6014 10.9435 27.7183 0.67 1.35 1.64
H -11.0839 9.1174 26.8034 0.03 -0.17 0.43
H -12.1917 8.1135 25.9408 -0.38 0.05 -0.05
H -12.4232 8.2744 27.6934 0.13 0.08 0.07
H -12.6206 10.6391 25.7025 0.12 0.01 -0.14
H -14.9972 9.4257 27.2781 0.72 -0.75 0.32
H -14.7659 9.5642 25.5375 0.10 -0.15 -0.19
H -17.0935 10.6448 26.3177 -0.15 0.56 -0.77
H -16.8481 12.3286 27.0821 0.06 0.00 -0.86
H -16.7526 10.8817 27.9275 0.67 -0.33 0.64
H -13.2677 11.6956 27.8212 -0.02 0.22 -0.02
H -12.6344 10.4099 28.5752 0.04 -0.07 0.16
C -4.7971 1.7558 30.5936 -0.82 -1.06 -1.12
C -5.6550 2.4707 31.5857 1.90 1.15 -0.54
C -4.7025 3.0116 32.6821 -0.40 -0.44 0.02
O -3.8404 1.9515 33.1551 -2.56 0.61 -1.89
C -3.1608 2.2639 34.2762 1.85 0.15 1.41
N -6.3634 3.5273 30.8234 -0.44 0.00 0.87
H -5.5535 1.5073 29.8493 0.40 -0.32 -0.61
H -4.4440 0.8112 31.0073 0.44 0.26 -0.10
H -4.0275 2.3543 30.1062 0.14 -0.01 0.29
H -6.3351 1.6794 31.9010 -0.35 0.61 0.69
H -5.3321 3.5112 33.4183 0.07 -0.49 1.01
H -4.0569 3.8295 32.3621 0.06 0.05 -0.82
H -2.7250 1.3214 34.6076 -0.43 -0.01 0.81
H -3.7334 2.8465 34.9979 -0.32 -0.52 0.45
H -2.2611 2.8616 34.1298 0.22 0.55 -0.61
H -6.9639 4.0854 31.4132 -0.45 -0.23 0.37
H -5.7471 4.2448 30.4692 0.69 -0.30 -0.27

Entry 2:
113
Properties=species:S:1:pos:R:3:forces:R:3 method="wB97M-V/def2-TZVPD" energy_ev=-91318.039 multiplicity=4 relative_energy_kcal_mol=14.8 s2=3.7657 total_charge=+2
V 2.3358 3.0544 1.2638 -2.14 -2.71 -1.12
B 3.1127 3.5994 -1.2825 1.39 0.88 -6.11
F 3.9460 4.6527 -1.5617 -0.56 -0.43 0.55
F 1.9303 4.0266 -0.6990 -1.29 -0.19 2.62
F 2.8185 2.8430 -2.4606 0.16 0.70 1.99
F 3.7391 2.7757 -0.3488 -0.13 -1.15 3.26
C -2.0593 1.2579 1.0332 1.92 0.51 -0.99
C -1.0533 0.0754 0.7267 -3.25 -1.75 1.39
C -1.9127 -0.8492 -0.2453 -0.21 1.12 0.31
C -1.1954 -1.9238 -0.9718 0.30 -0.05 -0.41
C 0.1107 -1.4148 -1.5598 -0.87 -0.82 0.10
C 1.0781 -0.7671 -0.5500 0.01 -1.25 -0.75
N 0.2361 0.3285 0.0668 2.86 3.12 2.90
O 0.9528 1.4624 0.6432 -1.61 -2.03 -0.99
C 2.1974 -0.1649 -1.3848 -0.05 1.12 1.20
C 1.5924 -1.8902 0.4166 -0.60 -0.33 0.86
C -0.9096 -0.6818 2.1011 0.80 -0.73 0.64
H -1.5636 2.0049 1.6532 -0.07 0.11 0.08
H -2.9874 0.9618 1.5221 0.42 -0.56 -0.06
H -2.3199 1.7075 0.0751 -0.06 0.30 0.06
H -2.3806 -0.1580 -0.9463 0.33 0.13 -0.46
H -2.8056 -1.2757 0.2118 0.26 0.16 0.88
H -1.8404 -2.1464 -1.8218 0.06 -0.60 -0.02
H -1.0509 -2.8264 -0.3780 -0.10 -0.01 0.01
H -0.1830 -0.7212 -2.3477 0.47 0.18 -0.13
H 0.5551 -2.3092 -1.9964 0.61 0.36 -0.25
H 1.6831 0.4428 -2.1294 0.66 -0.30 -0.61
H 2.9285 -0.9158 -1.6844 -0.57 -0.06 -0.60
H 2.7857 0.5446 -0.8030 -0.04 0.00 0.13
H 2.0445 -1.5793 1.3584 -0.08 0.47 -0.06
H 2.2814 -2.6363 0.0208 0.52 0.80 -0.98
H 0.8336 -2.6216 0.6950 -0.64 0.57 0.17
H -0.1617 -0.2896 2.7902 0.46 0.26 -0.45
H -0.7271 -1.7556 2.0573 0.50 0.02 -0.70
H -1.7593 -0.7269 2.7822 -0.82 0.81 -0.79
C 1.2755 1.9358 4.2070 -2.18 -1.39 0.93
O 2.0535 2.8408 3.4807 1.23 1.59 -1.97
H 0.2498 2.2877 4.3164 -0.02 0.36 0.08
H 1.1421 1.0149 3.6392 0.65 -0.04 0.12
H 1.6742 1.7992 5.2122 0.20 -0.29 -0.19
H 2.2641 3.5766 4.0601 0.22 0.42 0.10
C 1.9631 -1.8849 5.5672 0.43 0.44 -0.44
O 3.3416 -1.6215 5.8684 -0.79 0.39 -0.27
H 1.8769 -2.5818 4.7336 -0.07 -0.71 0.43
H 1.3428 -2.1010 6.4370 0.21 -0.47 -0.03
H 1.5103 -0.9942 5.1316 0.29 0.57 0.20
H 3.7039 -2.3202 6.4181 -0.12 -0.16 0.02
C -2.0482 0.5431 5.6634 -0.21 0.22 0.41
O -1.3444 1.1053 6.7657 0.48 -0.58 -0.16
H -2.7721 1.3200 5.4175 -0.39 -0.54 -0.80
H -1.3965 0.2682 4.8340 0.32 0.55 -0.01
H -2.5019 -0.4109 5.9324 -0.41 0.13 0.08
H -1.8964 0.8712 7.5155 0.27 0.25 0.42
C -1.0247 -3.8608 -4.9778 1.38 -1.25 -0.27
O -1.9608 -4.3417 -4.0769 -1.67 0.24 0.61
H -0.4300 -3.0844 -4.4965 0.11 0.51 -0.60
H -0.3760 -4.7077 -5.2014 0.72 0.07 -0.13
H -1.4182 -3.6433 -5.9708 -0.51 0.67 0.48
H -1.4992 -4.6952 -3.3130 0.04 -0.34 0.04
C 4.5969 2.0855 -4.9655 2.29 1.83 -1.70
O 3.2854 1.7643 -5.0617 -2.37 -1.21 0.73
H 4.6964 2.8290 -5.7563 0.47 0.48 0.07
H 4.9388 2.5825 -4.0576 -0.21 -0.27 0.31
H 5.3160 1.3477 -5.3213 -0.11 -0.75 0.57
H 2.9603 1.4902 -4.2010 -0.08 -0.07 -0.07
C -2.8049 -0.7150 -4.6096 -0.05 1.26 -0.84
O -3.0144 0.5550 -5.2636 0.88 -1.01 0.33
H -3.1138 -0.6790 -3.5649 -0.30 -0.20 0.11
H -3.3379 -1.4690 -5.1888 0.07 -0.30 0.41
H -1.7326 -0.9104 -4.6202 0.06 -0.22 -0.12
H -3.6431 1.0953 -4.7793 -0.26 0.23 -0.12
C 1.0317 -6.0172 -2.3353 0.62 -1.59 -1.04
O -0.3034 -6.3001 -2.0472 -1.54 1.34 1.01
H 1.7017 -6.3580 -1.5459 0.14 0.00 0.01
H 1.1733 -6.6040 -3.2429 1.20 0.22 -0.16
H 1.2723 -4.9816 -2.5757 -0.69 0.18 0.20
H -0.4893 -7.2413 -2.0824 0.26 0.01 -0.11
C -0.8526 2.4808 -2.9827 0.04 -0.55 0.35
O -0.3509 3.7686 -3.2011 -0.15 0.40 -0.04
H -1.7322 2.5235 -2.3403 -0.21 0.27 -0.10
H -1.1149 1.9335 -3.8881 -0.09 0.08 -0.13
H -0.1145 1.9070 -2.4224 0.27 -0.44 0.11
H 0.2414 3.7173 -3.9548 0.14 0.18 -0.11
C -5.0151 2.1570 -2.9196 -0.56 1.71 -0.95
O -4.6509 2.3923 -4.3097 -0.17 -0.53 1.09
H -6.0835 1.9445 -2.8820 0.14 -0.68 0.10
H -4.3774 1.4214 -2.4293 -0.09 -0.12 -0.32
H -4.9441 3.1189 -2.4118 0.34 -0.09 0.41
H -4.6154 3.3363 -4.4804 0.02 -0.03 0.00
C 4.3928 0.5277 1.4908 3.04 -3.04 0.45
O 3.4736 1.3793 2.0417 -2.38 3.52 -0.73
H 4.7905 0.5947 0.4782 -1.19 0.76 -0.23
H 5.3014 0.6477 2.0808 0.21 -0.20 0.08
H 4.0107 -0.4704 1.7049 0.29 -0.24 -0.54
H 3.4607 1.2439 2.9920 -0.05 0.15 0.25
C 2.1738 -5.7026 1.3893 -1.06 -1.06 0.11
O 2.9461 -5.9813 2.5352 0.50 0.39 -0.10
H 1.4388 -6.5056 1.3352 -0.52 0.22 -0.31
H 1.6277 -4.7673 1.5120 0.17 0.13 0.02
H 2.6657 -5.7464 0.4176 0.68 0.32 0.18
H 2.8432 -6.9193 2.7113 0.23 0.04 0.14
C -5.1216 2.8476 1.7738 -0.54 0.84 0.54
O -6.0968 3.2482 2.7541 0.45 -0.81 -0.54
H -4.1438 3.0066 2.2285 0.15 -0.11 -0.14
H -5.2475 1.8089 1.4683 0.08 -0.05 0.02
H -5.2392 3.5022 0.9103 0.24 -0.11 -0.23
H -6.7790 2.5775 2.6737 -0.41 0.25 0.35
C -0.2739 4.7726 2.6109 -0.97 -0.39 0.72
O 0.4316 4.1687 1.4905 1.41 0.45 0.65
H -0.5530 5.8225 2.5208 0.54 0.07 -0.72
H -1.2107 4.2158 2.6350 0.00 0.02 0.57
H 0.2742 4.6897 3.5493 0.05 -0.32 -0.33
H -0.0699 4.4659 0.7278 0.26 -0.25 -0.94